No. 1
103
Properties=species:S:1:pos:R:3:forces:R:3:mulliken_charge:R:1 method="wB97M-V/def2-TZVPD" e_homo_ev="-10.819 / -10.818" gap_ev="4.283 / 3.088" total_charge=+2 energy_ha=-3545.68593
Tl -7.452187 -4.319841 -16.674380 -0.366 0.809 1.038 1.09
C -11.496202 -1.806263 -14.838378 -1.555 -0.038 -0.602 -1.22
C -11.752783 -2.651284 -16.047048 -0.585 -0.758 -0.756 1.33
C -12.467335 -2.123793 -17.139212 -0.342 -1.234 -0.140 -1.14
C -12.960603 -2.961512 -18.168686 0.591 0.415 -0.504 -0.87
C -12.622714 -4.300536 -18.175476 0.634 0.679 0.861 -0.62
C -11.809846 -4.813485 -17.183288 0.373 -0.799 0.326 1.36
C -11.348086 -6.256599 -17.243875 0.469 0.705 -1.401 -1.56
C -11.410198 -4.042827 -16.094918 -1.239 0.457 -0.634 -0.64
N -10.585726 -4.588891 -15.148830 2.107 0.940 2.759 0.35
C -10.669859 -4.783917 -13.879709 -0.855 0.866 -0.800 0.10
C -11.947775 -5.248231 -13.208579 -0.808 0.048 -1.311 -1.82
C -9.503381 -4.514871 -12.913552 -0.572 -1.128 -0.473 1.05
C -9.858509 -4.566959 -11.442827 0.702 -0.750 1.002 -1.79
N -8.353742 -4.429307 -13.414733 -1.976 -0.990 -2.438 0.46
C -7.228704 -4.351796 -12.709796 3.447 1.085 2.718 -0.69
C -6.899793 -3.075980 -12.178194 -0.312 -0.691 2.050 1.05
C -7.787306 -1.866073 -12.312154 0.139 0.239 -1.121 -0.96
C -5.906424 -3.012571 -11.195595 1.424 -0.394 -0.855 -0.90
C -5.006435 -4.074985 -10.991046 -1.096 0.087 0.473 -0.70
C -5.333096 -5.329001 -11.487488 -0.678 0.775 -1.162 -0.78
C -6.408242 -5.472984 -12.376189 -0.870 0.147 -0.392 1.06
C -6.799268 -6.865571 -12.855274 0.788 1.039 1.166 -1.32
H -11.844375 -0.802816 -15.072036 0.240 0.213 0.142 0.46
H -10.485559 -1.803277 -14.547995 1.350 0.030 0.502 0.07
H -12.138607 -2.148686 -14.020621 0.237 -0.040 0.115 0.36
H -12.723265 -1.075178 -17.161054 0.023 0.144 0.130 0.43
H -13.463564 -2.606836 -19.080204 -0.017 0.308 0.815 0.35
H -12.903103 -4.972098 -18.943327 -0.458 -0.356 -0.853 0.52
H -12.090078 -6.911529 -16.826280 -0.323 -0.585 -0.086 0.34
H -10.436527 -6.385488 -16.689731 0.430 -0.047 0.528 0.24
H -11.058967 -6.505604 -18.303471 -0.724 -0.072 0.874 0.36
H -12.634497 -5.506459 -14.045949 0.193 0.163 0.715 0.36
H -12.454374 -4.522545 -12.550853 0.381 -0.256 -0.229 0.36
H -11.742137 -6.167856 -12.659049 -0.052 0.098 0.156 0.45
H -9.937896 -5.657298 -11.142293 -0.190 1.115 -0.346 0.35
H -10.798405 -4.054900 -11.192893 0.340 -0.261 -0.207 0.40
H -9.062448 -4.174176 -10.769158 -0.405 -0.091 -0.787 0.38
H -8.103354 -1.800692 -13.368542 -0.521 -0.043 0.471 -0.03
H -7.131769 -0.996868 -12.222538 -0.290 0.105 0.462 0.54
H -8.645718 -1.799494 -11.596937 0.688 -0.134 -0.680 0.25
H -5.736081 -2.103790 -10.617037 -0.095 -0.005 -0.422 0.42
H -4.155574 -3.932796 -10.346111 0.035 -0.075 0.249 0.41
H -4.821753 -6.231327 -11.225081 0.576 -0.183 0.130 0.41
H -7.794452 -7.060464 -12.591027 -1.809 -0.180 0.031 0.39
H -6.273630 -7.573221 -12.253421 0.754 -0.615 0.194 0.50
H -6.645877 -7.072477 -13.884551 0.173 0.065 -0.908 0.02
F -7.301960 -5.280197 -23.577284 0.046 -0.743 -0.476 -0.36
C -7.325294 -6.388528 -22.784029 -0.440 0.605 -1.022 0.42
C -7.065014 -6.131506 -21.475511 -0.301 -0.079 1.484 -0.78
C -7.283970 -7.118319 -20.509204 -0.448 -0.463 -1.092 0.09
C -7.166875 -6.744576 -19.080854 -0.054 -0.479 -0.324 1.14
O -7.180059 -5.552043 -18.803882 0.338 -0.595 0.030 -0.89
C -7.045298 -7.919773 -18.199856 -0.288 -0.129 -0.491 -0.29
C -7.346335 -9.156254 -18.744994 -0.155 1.210 -0.634 -0.74
N -7.816181 -9.391244 -20.005858 1.270 -0.345 1.093 0.24
C -8.198599 -10.730419 -20.365973 -0.674 -0.864 -0.369 -0.49
C -8.971589 -11.562016 -19.368898 0.137 -0.375 -0.862 -0.91
C -9.703387 -10.938606 -20.521524 0.322 0.081 -1.650 -0.30
C -7.685876 -8.396661 -20.977216 1.151 1.013 0.717 0.14
C -7.775550 -8.664744 -22.344617 -0.233 -0.343 0.347 -0.18
C -7.705708 -7.650759 -23.306091 0.070 0.485 0.882 -0.89
N -8.033142 -7.924758 -24.656171 1.339 -0.577 -0.420 0.39
C -7.157067 -8.871003 -25.379542 -0.607 1.108 -1.335 -0.60
C -8.028216 -9.728296 -26.336873 0.225 -1.165 0.340 -0.71
N -9.074077 -8.960270 -27.093175 0.720 1.339 -1.572 -0.15
C -9.811321 -7.938489 -26.279770 -0.731 1.392 0.581 -0.82
C -8.806115 -7.034563 -25.501715 0.087 -0.893 -0.687 -0.64
C -6.565889 -7.805433 -16.777819 0.055 2.668 -0.815 0.60
O -6.056541 -8.906508 -16.363599 0.100 -0.189 0.493 -0.32
O -6.526066 -6.705018 -16.189519 -0.069 -2.569 -0.450 -0.50
H -6.796812 -5.139420 -21.095710 -0.131 -0.290 -0.526 0.65
H -7.197904 -9.998248 -18.121668 -0.251 -0.909 0.336 0.88
H -7.562353 -11.329355 -21.051430 -0.135 0.947 0.525 0.52
H -9.080553 -11.128890 -18.386622 -0.270 -0.344 0.117 0.38
H -8.816366 -12.654664 -19.494376 -0.063 0.982 0.663 0.25
H -10.337994 -10.024241 -20.431970 0.561 -1.075 0.106 0.22
H -9.872099 -11.588980 -21.424987 -0.477 0.679 1.317 0.25
H -7.870927 -9.721828 -22.579543 -0.429 0.314 -0.485 0.43
H -6.692390 -9.552487 -24.695575 0.163 -0.336 0.415 0.38
H -6.308197 -8.385858 -25.953877 -0.941 -0.130 0.539 0.29
H -8.551614 -10.499528 -25.729571 0.229 0.501 -0.579 0.36
H -7.423446 -10.205853 -27.132481 -0.196 0.022 0.691 0.39
H -9.690423 -9.549908 -27.684191 0.110 -0.044 0.971 0.37
H -8.560697 -8.445511 -27.857239 -0.414 -0.204 0.953 0.45
H -10.430599 -8.432094 -25.511183 0.213 -0.105 -0.660 0.34
H -10.453905 -7.299180 -26.946213 0.610 -0.885 0.460 0.41
H -9.356599 -6.373135 -24.866939 -0.540 0.393 0.277 0.44
H -8.259826 -6.383980 -26.219907 0.226 -0.451 0.414 0.39
Cl -9.404937 2.366639 -21.302011 0.178 -0.791 0.614 -0.15
C -9.053320 0.877683 -20.469649 -0.331 -0.487 -2.099 0.09
C -8.893574 -0.310202 -21.270492 -0.163 2.346 0.113 -0.58
C -8.519961 -1.462090 -20.700751 -0.691 0.700 0.039 0.38
Cl -8.422579 -2.728858 -21.813395 0.436 -1.326 0.149 -0.06
C -8.421779 -1.601976 -19.237157 -0.021 -1.611 -0.814 0.19
O -8.222292 -2.751807 -18.809896 0.016 0.918 0.267 -0.33
C -8.622442 -0.392241 -18.463579 -0.241 0.592 -0.244 0.78
C -8.420382 -0.409174 -16.996264 0.331 -1.415 1.918 -0.47
O -8.455747 -1.394063 -16.245949 -0.067 1.590 -1.858 -0.40
C -8.948715 0.813195 -19.111835 0.840 -0.375 1.934 -0.75
H -9.045166 -0.232068 -22.341746 0.044 0.002 0.162 0.46
H -8.137141 0.551272 -16.527072 -0.297 0.136 -0.333 0.36
H -9.021272 1.737191 -18.540630 -0.120 -0.244 0.053 0.48


No. 2
100
Properties=species:S:1:pos:R:3:forces:R:3:mulliken_charge:R:1 method="wB97M-V/def2-TZVPD" s2=6.05 e_homo_ev="-5.880 / -6.251" gap_ev="5.687 / 6.059" total_charge=0 energy_ha=-4949.97111 multiplicity=5
Fe -0.803665 -1.546398 -0.751898 -0.480 -0.374 -0.289 0.57
C -2.384285 -2.353038 6.764595 0.003 0.010 -0.055 -1.55
C -2.022423 -1.770103 5.425021 0.014 -0.029 0.019 1.02
C -1.916523 -0.390820 5.256681 0.035 0.026 -0.005 -1.01
C -1.623640 0.158942 4.019644 0.014 0.010 0.004 -0.53
C -1.434462 -0.690873 2.940352 -0.112 -0.078 -0.062 -0.19
C -1.538182 -2.063756 3.071653 0.041 -0.009 0.067 1.35
C -1.821491 -2.593620 4.321621 0.015 0.046 0.046 -0.95
S -1.143661 0.075230 1.343173 0.348 0.187 -0.116 1.53
O -1.532981 1.498191 1.526599 -0.191 -0.115 -0.122 -0.72
C 0.667566 0.001731 1.355163 -0.031 0.054 0.226 1.23
C 1.223387 -1.301971 1.342133 -0.007 0.011 0.152 0.20
C 2.573298 -1.460394 1.393951 0.032 0.022 -0.047 -1.45
C 3.429681 -0.335539 1.449223 -0.004 -0.001 0.007 0.95
C 4.835065 -0.493318 1.534469 -0.032 -0.012 -0.009 -1.23
C 5.660809 0.590649 1.542281 -0.008 0.057 -0.029 -0.65
C 5.114476 1.889120 1.445959 0.044 -0.038 0.013 -1.07
C 3.764549 2.072059 1.370969 -0.076 -0.001 0.000 -0.89
C 2.874148 0.965476 1.397476 0.035 -0.009 -0.128 1.24
C 1.449130 1.128766 1.346889 0.001 0.001 -0.275 -1.51
C 0.911133 2.521485 1.204122 -0.022 -0.048 0.207 0.32
C 0.916679 3.392455 2.336382 -0.058 -0.058 0.142 0.71
C 1.276832 2.927648 3.628011 0.039 0.003 -0.107 -0.75
C 1.294882 3.775522 4.696675 -0.011 0.086 0.022 -0.96
C 0.945288 5.134527 4.534076 0.014 -0.074 0.044 -0.59
C 0.557056 5.599322 3.312298 -0.009 -0.005 -0.051 -0.94
C 0.523700 4.741143 2.185291 0.028 -0.023 0.069 0.86
C 0.113797 5.207191 0.911250 0.011 0.014 -0.079 -1.35
C 0.089605 4.362467 -0.152920 0.020 0.081 0.026 -0.67
C 0.477926 3.013273 0.004558 -0.021 0.105 -0.160 0.20
S 0.558745 1.987556 -1.454587 0.100 -0.219 0.127 1.53
O 1.537163 2.663647 -2.353745 0.151 -0.111 -0.281 -0.81
C -1.059673 2.288941 -2.180488 0.101 0.115 0.020 0.02
C -2.218767 2.555924 -1.464045 0.006 -0.079 0.009 0.10
C -3.407141 2.744160 -2.151803 -0.015 -0.027 -0.018 -1.04
C -3.463439 2.664232 -3.541200 -0.028 -0.006 0.032 0.98
C -4.767453 2.858434 -4.266724 0.022 -0.034 0.039 -1.57
C -2.293750 2.371902 -4.233135 0.039 -0.027 0.004 -0.68
C -1.095061 2.181081 -3.562581 -0.034 -0.002 -0.062 -0.89
H -1.955346 -1.770187 7.579252 0.003 0.001 0.011 0.39
H -2.034578 -3.380971 6.851568 0.006 -0.005 0.017 0.38
H -3.468140 -2.360282 6.897210 -0.006 0.002 0.013 0.30
H -2.071145 0.264902 6.105421 0.001 0.003 0.016 0.39
H -1.557322 1.229327 3.876440 -0.018 0.019 0.004 0.56
H -1.419360 -2.682268 2.186835 0.017 0.025 -0.019 -0.81
H -1.898990 -3.668580 4.438605 -0.016 -0.013 -0.016 0.35
H 0.561504 -2.163761 1.311459 -0.014 -0.010 -0.017 0.37
H 3.009237 -2.452374 1.391317 -0.009 -0.009 0.025 0.42
H 5.240603 -1.495882 1.595240 -0.010 -0.016 -0.024 0.46
H 6.733131 0.460269 1.607524 0.007 0.003 0.013 0.42
H 5.773749 2.747313 1.431918 -0.001 0.008 -0.007 0.44
H 3.366577 3.073281 1.284980 -0.033 0.018 0.015 0.51
H 1.533057 1.884106 3.757354 0.024 -0.014 0.003 0.56
H 1.574617 3.407941 5.675246 0.003 -0.009 0.004 0.44
H 0.980829 5.802575 5.384763 -0.028 -0.001 0.010 0.40
H 0.266095 6.635012 3.185011 0.004 0.007 -0.013 0.44
H -0.172478 6.245645 0.796992 -0.006 0.004 0.008 0.39
H -0.204063 4.712604 -1.133843 -0.022 -0.014 -0.012 0.70
H -2.201603 2.603703 -0.384795 0.034 0.015 0.092 0.46
H -4.310667 2.955575 -1.591883 -0.004 0.020 -0.004 0.42
H -5.349381 3.662939 -3.816895 -0.006 0.005 -0.014 0.39
H -5.371919 1.950246 -4.218260 -0.007 0.001 -0.007 0.29
H -4.604431 3.095238 -5.317399 -0.003 0.007 -0.004 0.39
H -2.321007 2.286434 -5.313235 0.004 0.021 -0.011 0.35
H -0.185046 1.949524 -4.101749 -0.008 0.033 0.019 0.33
C -0.680581 -3.861081 -4.548300 -0.043 0.025 -0.063 -1.03
S 0.326679 -2.713103 -3.611481 -0.081 -0.073 0.064 0.48
C 1.022012 -3.910253 -2.471350 0.102 -0.030 -0.089 -0.80
O -0.686248 -1.934576 -2.797308 0.039 0.449 0.076 -0.63
H -1.402767 -4.348423 -3.895380 0.028 0.015 0.035 0.21
H -0.011447 -4.585918 -5.012955 -0.020 -0.026 -0.010 0.42
H -1.187605 -3.286156 -5.320648 -0.027 -0.013 0.005 0.36
H 1.905735 -4.356750 -2.927069 0.002 0.007 -0.034 0.49
H 0.274872 -4.657737 -2.223680 0.016 0.024 0.069 0.20
H 1.300326 -3.351728 -1.579822 0.011 -0.031 0.001 0.02
C -3.618941 -3.891106 0.840354 -0.013 -0.048 -0.071 -1.40
C -2.225854 -4.144742 0.234506 0.012 0.144 -0.053 1.54
C -1.452298 -5.128718 1.143783 -0.072 -0.008 -0.054 -1.43
C -2.429030 -4.821969 -1.135779 0.021 0.067 0.049 -1.70
N -1.516408 -2.911547 0.080424 0.148 -0.163 0.218 -0.28
H -4.204506 -4.813765 0.909164 -0.004 -0.006 0.037 0.41
H -4.154872 -3.176552 0.213751 -0.029 -0.014 -0.003 0.33
H -3.529755 -3.463788 1.840107 -0.021 0.023 -0.007 0.25
H -1.740209 -6.167391 0.955897 -0.045 -0.010 0.063 0.49
H -1.637499 -4.920106 2.200592 0.066 0.024 0.008 0.21
H -0.383751 -5.019639 0.951593 0.012 -0.060 -0.029 0.21
H -3.160125 -5.633986 -1.081038 0.023 -0.032 -0.004 0.45
H -1.482986 -5.240996 -1.484996 -0.030 -0.011 -0.036 0.29
H -2.773297 -4.074884 -1.853103 -0.025 -0.014 -0.018 0.31
S 2.783452 -1.037454 -2.563147 0.146 0.147 0.277 -0.42
C 2.946672 -0.047794 -3.882277 0.071 -0.049 -0.045 0.01
N 4.198302 0.464696 -4.171391 -0.065 0.095 0.038 0.00
C 4.455635 1.278191 -5.213185 0.015 -0.016 0.043 -0.06
C 3.445820 1.618845 -6.050086 -0.015 0.008 -0.063 -0.85
C 2.179680 1.074903 -5.739461 -0.018 0.014 0.047 0.18
N 1.934333 0.283910 -4.732523 -0.129 -0.005 0.050 -0.24
H 4.918105 0.218941 -3.506878 0.036 0.006 -0.018 0.22
H 5.475944 1.616053 -5.329051 -0.007 -0.001 0.046 0.40
H 3.602904 2.262249 -6.900341 -0.008 0.017 0.018 0.40
H 1.325468 1.318804 -6.365389 0.020 -0.011 -0.029 0.43